Record 1
{
  "formula": "C2H2N2O",
  "method": "wB97M-V/def2-TZVPD",
  "elements": ["C", "C", "O", "H", "H", "N", "N"],
  "positions_angstrom": [[0.76, -0.70, 0.61], [-0.38, -0.53, 0.92], [-1.46, 0.06, 1.33], [1.77, -0.92, 0.29], [-1.84, 0.53, 0.56], [0.22, 1.10, -2.13], [0.93, 0.45, -1.58]],
  "relative_energy_kj_mol": 195.4,
  "homo_lumo_gap_ha": 0.3752,
  "smiles": "C#CO.N#N",
  "e_homo_ev": -9.600,
  "fmax_ev_per_a": 3.50
}

***

Record 2
{
  "formula": "C2H2N2O",
  "method": "wB97M-V/def2-TZVPD",
  "elements": ["C", "C", "N", "N", "O", "H", "H"],
  "positions_angstrom": [[1.95, 0.10, -0.07], [-1.33, -1.64, -0.15], [0.80, 0.35, -0.03], [-1.56, -0.53, -0.14], [-1.85, 0.72, -0.03], [2.94, -0.17, 0.23], [-0.95, 1.18, 0.19]],
  "relative_energy_kj_mol": 426.7,
  "homo_lumo_gap_ha": 0.4208,
  "e_homo_ev": -10.721,
  "fmax_ev_per_a": 3.95
}

***

Record 3
{
  "formula": "C2H2N2O",
  "method": "wB97M-V/def2-TZVPD",
  "elements": ["C", "N", "N", "C", "O", "H", "H"],
  "positions_angstrom": [[0.40, 0.31, 0.95], [1.32, 0.01, 0.04], [0.61, -0.39, -1.08], [-0.65, -0.30, -0.80], [-0.85, 0.08, 0.47], [0.63, 0.72, 1.94], [-1.46, -0.44, -1.52]],
  "relative_energy_kj_mol": 109.1,
  "homo_lumo_gap_ha": 0.4237,
  "smiles": "c1nnco1",
  "e_homo_ev": -10.619,
  "fmax_ev_per_a": 2.93
}

***

Record 4
{
  "formula": "C2H2N2O",
  "method": "wB97M-V/def2-TZVPD",
  "elements": ["C", "C", "N", "N", "O", "H", "H"],
  "positions_angstrom": [[-0.22, -1.55, -0.51], [-3.73, -0.41, 0.96], [-0.11, -0.41, -0.15], [0.12, 0.61, 0.51], [-2.84, -0.33, 0.30], [0.08, -2.24, -1.20], [-0.65, 1.27, 0.47]],
  "relative_energy_kj_mol": 338.2,
  "homo_lumo_gap_ha": 0.3617,
  "e_homo_ev": -8.814,
  "fmax_ev_per_a": 5.04
}

***

Record 5
{
  "formula": "C2H2N2O2",
  "method": "wB97M-V/def2-TZVPD",
  "elements": ["O", "C", "N", "O", "C", "N", "H", "H"],
  "positions_angstrom": [[-0.61, 1.86, -0.67], [0.34, 1.08, -0.24], [1.28, 0.32, -0.61], [0.69, 0.83, 0.96], [-0.32, -1.97, 0.75], [-1.23, -2.29, 0.12], [-0.67, 1.82, -1.64], [0.52, -1.64, 1.33]],
  "relative_energy_kj_mol": 429.9,
  "homo_lumo_gap_ha": 0.3575,
  "e_homo_ev": -10.518,
  "fmax_ev_per_a": 1.11
}

***

Record 6
{
  "formula": "C2H2N2O2",
  "method": "wB97M-V/def2-TZVPD",
  "elements": ["N", "C", "C", "O", "N", "O", "H", "H"],
  "positions_angstrom": [[-1.49, 2.24, -0.55], [-1.22, 1.13, -0.21], [-0.72, -0.22, 0.03], [-1.43, -1.19, 0.22], [0.65, -0.13, 0.00], [1.50, -1.26, 0.11], [0.86, 0.62, -0.69], [1.85, -1.20, 1.08]],
  "relative_energy_kj_mol": 288.2,
  "homo_lumo_gap_ha": 0.4084,
  "smiles": "N#CC(=O)NO",
  "e_homo_ev": -11.143,
  "fmax_ev_per_a": 5.75
}

***

Record 7
{
  "formula": "C2H2N2O2S",
  "method": "wB97M-V/def2-TZVPD",
  "elements": ["C", "C", "N", "N", "O", "O", "S", "H", "H"],
  "positions_angstrom": [[0.16, 2.01, -0.29], [0.02, -0.58, 0.55], [0.52, -0.47, 1.68], [-0.47, -0.98, -0.57], [-1.61, -1.50, -0.68], [0.07, -0.41, -1.65], [-0.04, 1.40, -1.67], [0.30, 1.70, 0.61], [1.04, -1.17, 2.02]],
  "relative_energy_kj_mol": 802.3,
  "homo_lumo_gap_ha": 0.2886,
  "e_homo_ev": -8.719,
  "fmax_ev_per_a": 6.87
}

***

Record 8
{
  "formula": "C2H2N2O2S",
  "method": "wB97M-V/def2-TZVPD",
  "elements": ["C", "C", "N", "N", "O", "O", "S", "H", "H"],
  "positions_angstrom": [[-0.72, -0.87, 0.05], [-1.75, -0.16, -0.28], [0.97, 1.29, 1.19], [1.58, 1.27, 0.25], [1.68, -1.31, -0.18], [2.23, 1.45, -0.70], [0.47, -1.90, 0.37], [-2.17, -0.20, -1.18], [-2.30, 0.42, 0.48]],
  "relative_energy_kj_mol": 438.5,
  "homo_lumo_gap_ha": [0.3373, 0.3373],
  "e_homo_ev": [-9.515, -9.515],
  "fmax_ev_per_a": 4.17
}

***

Record 9
{
  "formula": "C2H2N2O2S",
  "method": "wB97M-V/def2-TZVPD",
  "elements": ["O", "C", "N", "C", "S", "N", "O", "H", "H"],
  "positions_angstrom": [[2.74, -0.61, -0.22], [1.63, -0.09, -0.05], [0.36, -0.76, 0.04], [-0.62, 0.07, 0.16], [-2.31, -0.28, -0.15], [-0.26, 1.29, -0.08], [1.17, 1.21, -0.01], [0.10, -1.83, 0.46], [-2.82, 1.00, -0.15]],
  "relative_energy_kj_mol": 186.1,
  "homo_lumo_gap_ha": 0.3597,
  "smiles": "O=c1[nH]c(S)no1",
  "e_homo_ev": -9.634,
  "fmax_ev_per_a": 8.36
}

***

Record 10
{
  "formula": "C2H2N2O2S",
  "method": "wB97M-V/def2-TZVPD",
  "elements": ["C", "C", "N", "N", "O", "O", "S", "H", "H"],
  "positions_angstrom": [[0.85, -0.47, -0.14], [0.98, 0.15, -1.48], [0.19, -0.18, 0.90], [-0.59, 0.65, 1.39], [-2.96, -0.23, 1.42], [1.08, 1.32, -1.76], [-2.04, 0.77, 1.96], [1.44, -1.38, -0.04], [1.05, -0.63, -2.26]],
  "relative_energy_kj_mol": 310.4,
  "homo_lumo_gap_ha": 0.3100,
  "e_homo_ev": -9.227,
  "fmax_ev_per_a": 2.49
}

***

Record 11
{
  "formula": "C2H2N2O2S",
  "method": "wB97M-V/def2-TZVPD",
  "elements": ["N", "C", "S", "C", "N", "O", "O", "H", "H"],
  "positions_angstrom": [[-1.99, 1.47, -1.64], [-1.81, 1.27, -0.52], [-1.22, 0.78, 0.96], [0.02, -0.74, 0.17], [1.34, -0.16, 0.27], [1.77, 0.22, 1.38], [2.06, -0.37, -0.67], [-0.16, -0.92, -0.97], [-0.01, -1.53, 1.03]],
  "relative_energy_kj_mol": 431.6,
  "homo_lumo_gap_ha": 0.3328,
  "smiles": "N#CSC[N+](=O)[O-]",
  "e_homo_ev": -10.517,
  "fmax_ev_per_a": 3.61
}

***

Record 12
{
  "formula": "C2H2N2O2S",
  "method": "wB97M-V/def2-TZVPD",
  "elements": ["C", "C", "N", "N", "O", "O", "S", "H", "H"],
  "positions_angstrom": [[-2.38, 0.17, 0.01], [1.51, 0.49, -0.07], [-1.37, -0.39, -0.34], [1.32, -0.73, 0.12], [1.94, -1.68, 0.43], [-0.38, -1.19, -0.36], [-3.62, 1.16, 0.21], [0.64, 1.09, -0.33], [2.34, 1.08, 0.32]],
  "relative_energy_kj_mol": 646.4,
  "homo_lumo_gap_ha": [0.2624, 0.2623],
  "e_homo_ev": [-8.827, -8.826],
  "fmax_ev_per_a": 3.34
}

***

Record 13
{
  "formula": "C2H2N2O3",
  "method": "wB97M-V/def2-TZVPD",
  "elements": ["C", "C", "N", "N", "O", "O", "O", "H", "H"],
  "positions_angstrom": [[2.98, -0.32, -0.16], [-1.37, 0.01, 0.83], [-2.36, 0.29, 0.20], [-3.44, 0.02, -0.38], [-4.45, 0.90, -0.27], [3.82, -0.22, 0.73], [2.40, 0.54, -0.82], [-0.30, 0.32, 0.41], [2.72, -1.55, -0.56]],
  "relative_energy_kj_mol": 198.2,
  "homo_lumo_gap_ha": [0.2342, 0.2342],
  "e_homo_ev": [0.485, 0.485],
  "total_charge": -2,
  "fmax_ev_per_a": 4.05
}

***

Record 14
{
  "formula": "C2H2N2O3",
  "method": "wB97M-V/def2-TZVPD",
  "elements": ["O", "C", "O", "N", "C", "N", "O", "H", "H"],
  "positions_angstrom": [[-2.69, -0.42, 0.12], [-1.56, -0.30, -0.24], [-0.60, -1.31, 0.09], [0.89, -1.42, -0.20], [1.23, -0.22, -0.14], [0.42, 0.82, 0.30], [-0.86, 0.91, -0.42], [2.42, -0.01, 0.08], [0.75, 1.95, 0.41]],
  "relative_energy_kj_mol": 508.2,
  "homo_lumo_gap_ha": 0.3858,
  "smiles": "O=C1ON=CNO1",
  "e_homo_ev": -10.434,
  "fmax_ev_per_a": 6.19
}

***

Record 15
{
  "formula": "C2H2N2O3",
  "method": "wB97M-V/def2-TZVPD",
  "elements": ["N", "N", "C", "O", "O", "C", "O", "H", "H"],
  "positions_angstrom": [[-0.15, 1.56, -0.32], [0.08, 0.21, -0.08], [-0.75, -0.58, 0.52], [-1.76, -0.75, 1.06], [0.39, -1.89, 0.34], [1.23, -1.18, -0.22], [2.27, -1.08, -0.72], [-0.51, 2.04, 0.51], [-0.79, 1.68, -1.10]],
  "relative_energy_kj_mol": 162.9,
  "homo_lumo_gap_ha": 0.3990,
  "smiles": "NN1C(=O)OC1=O",
  "e_homo_ev": -10.341,
  "fmax_ev_per_a": 2.09
}

***

Record 16
{
  "formula": "C2H2N2O3S",
  "method": "wB97M-V/def2-TZVPD",
  "elements": ["N", "C", "C", "O", "S", "N", "O", "O", "H", "H"],
  "positions_angstrom": [[1.90, -1.19, -1.20], [1.09, -0.57, -0.65], [-0.09, 0.17, -0.22], [-0.04, 1.67, -0.74], [-1.47, -0.59, -1.04], [-0.16, 0.14, 1.32], [0.53, 0.91, 1.90], [-0.72, -0.84, 1.80], [0.86, 1.86, -0.96], [-1.91, -1.57, -0.23]],
  "relative_energy_kj_mol": 495.0,
  "homo_lumo_gap_ha": 0.3550,
  "smiles": "N#C[C@@](O)(S)[N+](=O)[O-]",
  "e_homo_ev": -10.595,
  "fmax_ev_per_a": 4.64
}

***

Record 17
{
  "formula": "C2H2N2O3S",
  "method": "wB97M-V/def2-TZVPD",
  "elements": ["N", "C", "C", "O", "S", "N", "O", "O", "H", "H"],
  "positions_angstrom": [[-1.56, -2.52, 0.93], [-1.25, -1.49, 0.56], [-0.79, -0.20, 0.04], [0.08, 0.28, 1.02], [-0.04, -0.45, -1.60], [-2.07, 0.72, -0.09], [-2.98, 0.43, -0.85], [-1.98, 1.76, 0.55], [0.53, 1.06, 0.88], [-1.06, -1.26, -1.92]],
  "relative_energy_kj_mol": 428.3,
  "homo_lumo_gap_ha": 0.3723,
  "smiles": "N#C[C@@](O)(S)[N+](=O)[O-]",
  "e_homo_ev": -10.833,
  "fmax_ev_per_a": 4.16
}

***

Record 18
{
  "formula": "C2H2N2OP",
  "method": "wB97M-V/def2-TZVPD",
  "elements": ["C", "C", "N", "N", "P", "O", "H", "H"],
  "positions_angstrom": [[0.33, -0.24, -1.09], [1.26, 0.04, -0.14], [1.68, -0.10, 1.07], [2.72, -0.34, 1.57], [4.08, -0.02, -0.06], [2.95, 0.19, -1.10], [-0.58, -0.73, -0.48], [-0.06, -0.07, -2.12]],
  "relative_energy_kj_mol": 204.1,
  "homo_lumo_gap_ha": 0.2774,
  "smiles": "C=C=[N+]=NP=O",
  "e_homo_ev": -14.873,
  "total_charge": 1,
  "fmax_ev_per_a": 5.23
}

***

Record 19
{
  "formula": "C2H2N2OS",
  "method": "wB97M-V/def2-TZVPD",
  "elements": ["N", "C", "C", "S", "N", "O", "H", "H"],
  "positions_angstrom": [[0.64, 0.21, 2.69], [0.38, 0.11, 1.56], [0.02, 0.01, 0.17], [-0.86, -1.24, -0.48], [0.51, 1.00, -0.58], [0.30, 1.07, -1.91], [1.05, 1.77, -0.22], [-0.21, 0.29, -2.06]],
  "relative_energy_kj_mol": 198.6,
  "homo_lumo_gap_ha": 0.3283,
  "smiles": "N#CC(=S)NO",
  "e_homo_ev": -9.647,
  "fmax_ev_per_a": 2.17
}

***

Record 20
{
  "formula": "C2H2N2S",
  "method": "wB97M-V/def2-TZVPD",
  "elements": ["N", "N", "S", "C", "C", "H", "H"],
  "positions_angstrom": [[3.82, -1.52, 0.12], [3.60, -0.41, -0.02], [3.09, 1.00, 0.00], [-1.01, -0.33, -0.24], [-0.10, 0.39, 0.04], [-1.91, -0.83, -0.52], [0.72, 1.04, 0.27]],
  "relative_energy_kj_mol": 304.1,
  "homo_lumo_gap_ha": 0.3802,
  "smiles": "N#[N+][S-].C#C",
  "e_homo_ev": -10.087,
  "fmax_ev_per_a": 6.70
}